This record from OMol25 describes a cluster of 9 separate species, BF4H16O8 in total in a non-equilibrium geometry. The level of theory is ωB97M-V/def2-TZVPD.

Values from the calculation:
- energy relative to the best compared isomer or geometry (same formula, charge and spin) (kcal/mol) = 25.7
- gap between HOMO and LUMO (eV) = 10.33
- lowest unoccupied orbital energy (eV) = 3.0
- largest force on an atom (eV/A) = 3.79
- total charge = -1

Each line ends with the Löwdin charge.
CARTESIAN COORDINATES (ANGSTROEM)
O1 1.969 0.067 -1.463  -0.05
O2 -1.405 -1.674 3.214  -0.03
H1 -0.150 -3.199 -0.907  0.03
H2 2.959 0.014 2.300  0.05
H3 -2.054 -1.214 -1.571  0.00
F1 0.062 0.908 2.128  0.11
H4 0.009 -2.014 0.003  -0.02
H5 -1.475 -0.899 2.730  -0.05
H6 1.581 -0.204 -2.287  0.01
H7 -0.747 -1.424 3.885  0.05
H8 -0.660 2.013 -1.541  0.01
O3 1.894 2.789 1.156  -0.04
B1 -0.695 0.739 0.959  -1.40
H9 0.398 2.617 -2.511  0.04
O4 2.306 -0.452 1.734  -0.07
O5 -2.657 -1.443 -0.803  -0.07
H10 1.474 0.012 1.955  0.00
O6 0.496 -2.593 -0.548  -0.04
F2 -0.107 -0.323 0.417  0.17
H11 -0.696 0.018 -2.478  0.01
H12 -2.513 -0.701 -0.255  -0.03
F3 -0.666 1.808 0.099  0.18
H13 1.505 -0.255 -0.680  0.00
H14 1.040 2.369 1.259  -0.01
H15 -0.707 -0.963 -3.617  0.08
F4 -1.908 0.267 1.329  0.18
O7 -1.299 -0.580 -2.928  -0.05
O8 -0.461 2.202 -2.478  -0.06
H16 2.507 2.116 0.898  0.01

---

This record from OMol25 describes a cluster of 10 separate species, BH22O9 in total in a non-equilibrium geometry. The level of theory is ωB97M-V/def2-TZVPD.

Values from the calculation:
- energy relative to the best compared isomer or geometry (same formula, charge and spin) (kcal/mol) = 26.6
- gap between HOMO and LUMO (eV) = 9.46
- lowest unoccupied orbital energy (eV) = 2.8
- largest force on an atom (eV/A) = 2.53
- total charge = -1

Each line ends with the Löwdin charge.
CARTESIAN COORDINATES (ANGSTROEM)
O1 2.915 1.825 0.902  -0.06
H1 -2.209 3.189 1.228  0.01
H2 0.792 -0.583 0.841  -0.04
H3 -1.545 1.546 2.877  -0.01
H4 0.599 -0.377 -1.353  -0.03
O2 1.420 -0.451 1.547  -0.06
H5 2.122 1.693 0.313  0.03
H6 -1.011 -2.126 2.717  0.03
H7 -1.912 -1.477 1.612  0.01
H8 -1.313 -2.791 -1.513  0.03
O3 1.765 -3.328 -1.744  -0.05
O4 -1.989 -2.355 -2.062  -0.07
H9 1.801 0.378 1.331  -0.05
H10 2.621 2.306 1.645  0.02
H11 -3.174 1.043 -1.363  0.02
H12 -0.528 0.722 2.135  -0.02
H13 -0.892 0.726 -2.037  -0.05
H14 -3.221 0.444 0.009  0.00
H15 1.887 -4.292 -1.864  0.05
H16 -0.880 0.281 -0.139  -0.07
O5 -1.302 -2.181 1.815  -0.04
H17 4.522 -0.713 -1.348  0.00
H18 1.069 -3.034 -2.286  -0.01
O6 -3.687 1.056 -0.550  -0.07
O7 -0.761 1.070 2.985  -0.02
H19 -1.560 3.213 -0.142  0.01
B1 -0.179 0.531 -1.056  -0.42
O8 4.218 0.005 -0.840  -0.03
H20 -1.484 -1.609 -2.384  -0.01
H21 0.429 1.565 -0.802  -0.04
H22 3.299 -0.034 -1.074  0.01
O9 -1.798 3.765 0.590  -0.05